Entry 1:
Formula: C34H90FeO12
Source: the OMol25 dataset
Level of theory: ωB97M-V with the def2-TZVPD basis set

Last column: Mulliken charge in e.
Positions of all 137 atoms, in Å:
Fe: -0.443 1.635 -2.238  0.611
C: -0.333 -1.088 0.526  -0.504
C: 0.584 0.147 0.471  -0.055
O: 0.352 1.016 -0.577  1.061
H: -0.109 -1.666 1.430  0.087
H: -0.202 -1.730 -0.348  -0.258
H: -1.381 -0.789 0.608  0.135
H: 1.640 -0.154 0.535  -0.573
H: 0.342 0.674 1.435  0.041
C: -4.181 1.428 -3.046  -1.215
C: -3.416 0.634 -1.992  0.016
O: -2.041 0.779 -2.095  -0.169
H: -3.907 1.116 -4.057  0.302
H: -3.943 2.497 -2.980  0.132
H: -5.250 1.291 -2.884  0.428
H: -3.651 -0.436 -2.114  0.334
H: -3.752 0.966 -0.992  -0.112
C: 3.636 2.834 1.808  -1.213
C: 2.962 3.751 0.779  1.583
C: 3.487 5.175 0.896  -1.514
O: 3.242 3.220 -0.575  -0.455
H: 3.413 3.107 2.846  0.418
H: 4.721 2.914 1.683  0.386
H: 3.298 1.804 1.690  -0.069
H: 1.879 3.725 0.919  -0.529
H: 4.545 5.220 1.205  0.377
H: 2.962 5.806 1.623  0.381
H: 3.446 5.705 -0.064  0.371
H: 4.181 3.338 -0.777  0.191
C: -3.074 1.883 2.413  -1.040
C: -2.172 3.109 2.547  0.360
C: -1.482 3.114 3.902  -1.381
O: -1.142 3.066 1.471  -0.445
H: -3.435 1.812 1.386  0.024
H: -3.897 1.859 3.122  0.573
H: -2.428 1.007 2.586  0.138
H: -2.732 4.035 2.419  0.411
H: -2.228 3.088 4.706  0.445
H: -0.923 4.039 4.024  0.378
H: -0.850 2.233 4.006  0.199
H: -0.836 2.155 1.333  -0.325
C: 0.416 -0.599 -5.675  -1.412
C: -0.346 -0.734 -4.342  0.810
C: -0.422 -2.146 -3.881  -1.456
O: 0.412 0.043 -3.271  0.329
H: 1.253 -1.297 -5.693  0.300
H: 0.798 0.413 -5.797  0.284
H: -0.255 -0.794 -6.516  0.446
H: -1.331 -0.289 -4.446  0.437
H: -0.879 -2.212 -2.892  0.270
H: 0.553 -2.648 -3.808  0.202
H: -0.963 -2.761 -4.609  0.508
H: 1.279 -0.426 -3.202  -0.677
C: 0.594 -4.765 -1.087  -0.496
C: 0.861 -6.205 -0.802  0.477
C: 2.129 -6.711 -1.410  -1.500
O: 0.943 -6.389 0.610  -0.586
H: 0.609 -4.507 -2.153  0.308
H: 1.317 -4.128 -0.557  -0.058
H: -0.393 -4.478 -0.705  0.280
H: -0.011 -6.783 -1.157  0.250
H: 2.084 -6.642 -2.498  0.382
H: 2.349 -7.717 -1.083  0.392
H: 2.953 -6.062 -1.075  0.263
H: 0.045 -6.302 0.976  0.287
C: 4.348 -2.777 -1.757  -1.589
C: 3.262 -1.715 -1.823  1.598
C: 3.756 -0.410 -1.166  -0.778
O: 2.896 -1.433 -3.244  -0.429
H: 5.310 -2.457 -2.176  0.460
H: 4.047 -3.706 -2.257  0.398
H: 4.563 -3.041 -0.713  0.373
H: 2.342 -2.064 -1.341  -0.709
H: 3.822 -0.512 -0.081  0.251
H: 3.023 0.389 -1.346  -0.208
H: 4.708 -0.127 -1.612  0.510
H: 3.657 -1.593 -3.816  0.248
C: -2.966 4.862 -1.138  -1.505
C: -1.549 4.697 -1.630  0.675
C: -0.643 5.804 -1.092  -1.208
O: -1.022 3.359 -1.279  0.613
H: -3.417 5.747 -1.598  0.482
H: -3.015 5.015 -0.051  0.282
H: -3.615 4.018 -1.385  0.177
H: -1.612 4.731 -2.725  0.416
H: -1.194 6.705 -0.849  0.403
H: 0.165 6.065 -1.777  0.132
H: -0.149 5.430 -0.185  0.169
H: -1.024 3.283 -0.285  -0.208
C: -4.858 -1.252 1.749  -0.719
C: -5.961 -1.671 2.690  0.252
C: -6.915 -0.527 3.024  -1.374
O: -6.688 -2.769 2.104  -0.570
H: -4.012 -0.764 2.247  0.047
H: -5.223 -0.582 0.968  0.299
H: -4.448 -2.162 1.309  0.360
H: -5.537 -2.111 3.596  0.343
H: -7.722 -0.821 3.691  0.364
H: -7.372 -0.160 2.086  0.361
H: -6.389 0.323 3.462  0.298
H: -7.265 -2.397 1.409  0.352
C: -2.321 -4.623 3.936  -1.483
C: -1.435 -4.382 2.703  1.476
C: 0.054 -4.195 3.008  -0.928
O: -1.614 -5.469 1.757  -0.579
H: -2.253 -3.803 4.661  0.342
H: -2.079 -5.575 4.425  0.347
H: -3.388 -4.710 3.676  0.406
H: -1.750 -3.408 2.261  -0.501
H: 0.454 -5.014 3.597  0.541
H: 0.110 -3.244 3.544  0.040
H: 0.540 -4.073 2.040  0.056
H: -2.561 -5.576 1.595  0.323
C: 3.268 -1.753 3.410  -1.244
C: 2.842 -0.465 4.054  1.646
C: 1.499 -0.644 4.735  -1.108
O: 3.871 -0.123 5.063  -0.622
H: 3.293 -2.514 4.197  0.411
H: 4.248 -1.740 2.936  0.366
H: 2.526 -2.059 2.664  0.105
H: 2.838 0.352 3.309  -0.643
H: 1.134 0.324 5.125  0.365
H: 1.578 -1.345 5.558  0.388
H: 0.712 -0.933 4.022  0.049
H: 3.560 0.625 5.592  0.337
C: 2.394 4.557 -3.608  -1.263
C: 2.036 3.076 -3.729  0.528
C: 3.261 2.212 -4.062  -1.139
O: 1.390 2.588 -2.559  1.567
H: 1.651 5.121 -3.050  0.001
H: 2.494 4.981 -4.605  0.471
H: 3.340 4.689 -3.074  0.242
H: 1.356 3.017 -4.590  0.471
H: 3.958 2.174 -3.209  0.150
H: 3.795 2.616 -4.918  0.517
H: 2.965 1.171 -4.220  -0.014
H: 2.059 2.590 -1.810  -0.750

Calculated values
E_LUMO (spin up / spin down) ... -2.0 / -3.5 eV
HOMO level (spin up / spin down) ... -11.38 / -11.38 eV
2S+1 ... 6
Energy relative to the best compared isomer or geometry (same formula, charge and spin) ... 0.000 eV
Total charge ... +1

Entry 2:
Formula: C4H10FN2O5PS
Source: the OMol25 dataset
Level of theory: ωB97M-V with the def2-TZVPD basis set

Last column: Mulliken charge in e.
Positions of all 24 atoms, in Å:
C: 2.362 -0.862 -0.034  -1.062
N: 1.365 0.223 -0.127  0.266
C: 1.971 1.443 -0.675  -1.079
C: 0.805 0.434 1.161  0.578
O: 1.472 0.312 2.136  -0.568
C: -0.657 0.874 1.378  -0.822
N: -1.697 0.063 0.693  0.194
P: -1.218 -1.619 0.432  0.130
O: -0.676 -1.778 -1.126  -0.398
O: -2.617 -2.502 0.446  -0.435
S: -2.298 0.845 -0.668  1.045
O: -1.339 1.069 -1.688  -0.457
O: -2.910 2.043 -0.218  -0.627
F: -3.477 -0.068 -1.216  -0.200
H: 2.459 -1.329 -1.030  0.339
H: 2.065 -1.640 0.676  0.344
H: 3.352 -0.460 0.251  0.346
H: 1.290 2.296 -0.541  0.318
H: 2.111 1.327 -1.762  0.324
H: 2.960 1.603 -0.208  0.428
H: -0.858 0.800 2.455  0.245
H: -0.746 1.939 1.113  0.382
H: -1.385 -1.590 -1.769  0.353
H: -2.333 -3.422 0.321  0.354

Calculated values
SMILES ... CN(C)C(=O)CN(P(O)O)S(=O)(=O)F
E_LUMO ... 0.4 eV
HOMO level ... -9.39 eV
Total charge ... 0

Which of these has the lowest total charge?
C4H10FN2O5PS

Number 1 is which compound?
C34H90FeO12